1.
Entry from OMol25: C20H39N2O2P2SiYb as an isolated structure at a distorted geometry (the ωB97M-V functional and the def2-TZVPD basis).

Atoms and positions in Å:
C 2.08830 -2.84273 -3.27085
C 1.46295 -1.71461 -2.65254
N 1.51704 -1.56299 -1.26196
C 2.42052 -2.30912 -0.59066
C 3.16554 -3.32893 -1.19250
C 2.98118 -3.62501 -2.54779
C 0.83996 -0.73925 -3.46936
P 0.51624 0.96003 -3.05401
Yb -0.59687 -0.37133 -0.46854
P 1.37085 -1.46775 1.95571
C 2.72337 -1.98510 0.87025
O -2.05830 -2.32984 -3.66870
O -2.66133 -0.15981 -1.62784
H 1.92284 -2.98866 -4.34128
H 3.88571 -3.88173 -0.59564
H 3.51547 -4.43668 -3.03207
C 1.80731 1.73347 -4.07749
C -0.95519 1.35717 -4.09912
H 3.19370 -2.85817 1.34809
H 3.44958 -1.15478 0.91356
H -1.35963 -2.05121 -4.29013
H 0.67077 -1.02818 -4.50755
C 2.08471 -0.79806 3.45755
C 0.34819 -2.88787 2.40669
H -1.11014 -2.50165 -0.39930
H -3.59153 0.09205 -1.45737
H -2.68996 -0.81976 -2.32897
H -1.83281 -3.26923 -3.53580
H 0.78298 -0.29321 1.38508
H -0.62515 -2.53206 0.17458
H 1.55760 1.61776 -5.13526
H 1.92574 2.79321 -3.84886
H 2.74931 1.22938 -3.85889
H -0.74679 1.13711 -5.15240
H -1.85168 0.81087 -3.78160
H -1.18794 2.42619 -4.01246
H 0.87613 -3.46865 3.18394
H -0.61901 -2.55608 2.80399
H 0.15701 -3.54163 1.54859
H 2.39153 -1.61822 4.12628
H 2.94287 -0.16860 3.18359
H 1.32660 -0.15626 3.92910
C 0.37457 3.14416 -0.65582
Si -0.42890 2.96625 1.01745
C 0.80265 3.38292 2.35426
C -1.79718 4.23740 1.10281
N -0.99364 1.31502 1.16009
C -1.83719 0.90513 2.16061
C -2.42659 -0.39855 2.06323
C -2.99794 -1.00281 3.19023
C -3.17213 -0.26726 4.36860
C -2.74113 1.06150 4.43066
C -2.08051 1.65465 3.35307
H 0.72328 4.17916 -0.78134
H -0.33873 2.96338 -1.46955
H 1.24971 2.49688 -0.78838
H 1.07298 4.44609 2.29578
H 0.42411 3.19950 3.36651
H 1.72511 2.80290 2.23645
H -2.49137 4.14296 0.25870
H -2.40765 4.19032 2.01102
H -1.37715 5.25076 1.05808
H -2.40390 -0.93370 1.10152
H -3.31304 -2.04828 3.13871
H -3.66381 -0.73502 5.22737
H -2.93009 1.64218 5.33705
H -1.75912 2.69435 3.43484

Multiplicity = 2
Relative energy (zero: lowest compared OMol25 entry of this formula, charge and spin) = 54.1 kJ/mol
Calculated total energy = -3176.2814 hartree


2.
Entry from OMol25: C20H39N2O2P3PtS as an isolated structure at a distorted geometry (the ωB97M-V functional and the def2-TZVPD basis).

Atoms and positions in Å:
P -2.62024 -0.59308 0.12147
C -3.69042 0.28611 1.43445
H -4.65814 -0.20325 1.54375
H -3.88433 1.31966 1.14873
H -3.21199 0.28556 2.41241
C -3.94642 -0.31786 -1.21099
H -3.84088 -1.01165 -2.04293
H -3.88227 0.70133 -1.59266
H -4.94649 -0.46568 -0.80348
C -3.10843 -2.31159 0.77097
H -4.19047 -2.43991 0.74538
H -2.78282 -2.42824 1.80454
H -2.65946 -3.11708 0.19382
P 1.80417 -1.71605 1.01182
C 2.26201 -1.56795 2.85875
H 3.15491 -2.14858 3.08946
H 1.45985 -1.95008 3.48945
H 2.46102 -0.53659 3.14494
C 1.67288 -3.60668 1.14947
H 1.77051 -4.09558 0.18189
H 0.71228 -3.88041 1.58695
H 2.46185 -4.00794 1.78545
C 3.61502 -1.51357 0.47041
H 4.24325 -2.27483 0.93266
H 3.99147 -0.53799 0.77801
H 3.73678 -1.58586 -0.60825
P 0.83581 2.06080 -1.51055
C 1.30944 3.69239 -0.64074
H 1.40830 4.50585 -1.35954
H 2.26793 3.59788 -0.13114
H 0.56031 3.99265 0.09028
C 2.37664 2.14614 -2.61867
H 2.57569 3.17003 -2.93470
H 2.26012 1.55444 -3.52486
H 3.24690 1.78365 -2.07119
C -0.44967 2.93952 -2.60100
H 0.01677 3.73692 -3.17960
H -1.22496 3.38784 -1.97966
H -0.93953 2.26112 -3.29600
Pt 0.00000 0.00000 0.00000
C -0.55800 -0.52473 2.04001
O -0.86006 -0.76708 3.11223
C 1.56472 1.09173 1.05424
O 2.36653 1.65675 1.63495
C 1.33043 -1.34163 -3.05145
C 0.21326 -0.79873 -3.59437
C -1.01397 -1.18121 -3.23117
C -1.09972 -2.37749 -2.59892
C -0.04248 -2.95990 -2.02658
C 1.17149 -2.51501 -2.43315
H 2.31779 -1.02695 -3.34765
H 0.31067 -0.03350 -4.34612
H -1.87125 -0.71384 -3.68789
H -2.05060 -2.88107 -2.55020
H -0.16495 -3.90703 -1.52621
H 2.04286 -3.12271 -2.25512
S -1.29111 2.07379 0.52142
C -1.00616 2.48611 2.11464
N -2.00004 2.51644 3.10800
C -1.48262 3.08924 4.32402
C -0.04780 3.52480 3.97957
N 0.13313 3.15307 2.60034
H -2.98556 2.26347 3.00320
H -1.50806 2.33631 5.14057
H -2.08912 3.97819 4.60137
H 0.70884 3.01835 4.61592
H 0.04718 4.62811 4.07529
H 0.96815 3.42160 2.07876

Multiplicity = 5
Relative energy (zero: lowest compared OMol25 entry of this formula, charge and spin) = 408.5 kJ/mol
Calculated total energy = -2585.2305 hartree
Charge = +4


3.
Entry from OMol25: a 10-piece molecular cluster, C20H39N3O32S7 overall at a distorted geometry (the ωB97M-V functional and the def2-TZVPD basis).

Atoms and positions in Å:
C 2.19749 -1.42515 3.30053
N 1.39853 -1.75819 2.16620
O 1.95552 -1.89765 1.06793
O 0.24739 -2.09706 2.39697
H 3.09469 -2.04016 3.37035
H 1.59135 -1.75298 4.14507
H 2.33314 -0.34726 3.21197
C 0.47922 0.42589 -0.41414
N -0.96538 0.43751 -0.41968
O -1.70511 -0.58896 -0.26491
O -1.51614 1.55277 -0.62860
H 0.94259 1.21034 -1.01249
H 0.70480 -0.53823 -0.86986
H 0.87375 0.49194 0.59980
O 0.49488 -6.55830 -3.73481
S 0.46012 -5.81505 -2.44867
O 0.53046 -6.59264 -1.22350
O 1.62638 -4.56914 -2.40356
C 1.09491 -3.38672 -1.87580
C -0.32451 -3.35951 -2.51318
O -0.77774 -4.67786 -2.31270
H 1.01333 -3.35473 -0.78933
H 1.62967 -2.49345 -2.19861
H -0.38393 -3.11510 -3.57376
H -0.98681 -2.64425 -2.02547
O 2.80125 3.07821 0.38345
S 3.24389 4.51756 0.32746
O 4.66108 4.85575 0.03299
O 2.21092 5.44144 -0.44351
C 1.22417 6.22794 0.29107
C 1.39151 5.75641 1.77461
O 2.76303 5.26468 1.83364
H 1.43964 7.29128 0.18626
H 0.19388 6.08929 -0.03663
H 0.79276 4.85632 1.91403
H 1.23927 6.46537 2.58842
O 1.47486 2.10462 2.90498
S 0.10589 2.27467 3.28921
O -0.84662 3.05106 2.40988
O -0.48085 0.81550 3.70949
C -0.50930 0.58687 5.18792
C 0.31752 1.66864 5.68496
O -0.04565 2.80310 4.91157
H -1.54094 0.68355 5.52624
H -0.12374 -0.41674 5.36741
H 1.39206 1.54366 5.55136
H 0.16821 1.89488 6.74072
O -5.31928 1.67238 5.05028
S -5.12820 1.53890 3.65118
O -6.17945 0.91469 2.77920
O -4.64967 2.98926 2.99483
C -4.00307 2.77191 1.74859
C -3.40815 1.26756 1.83732
O -3.62749 0.92328 3.17707
H -4.82675 2.86009 1.04016
H -3.15217 3.42453 1.55320
H -2.36138 1.06752 1.60847
H -4.00910 0.64675 1.17284
O -5.78210 -1.27144 -1.20288
S -5.11650 -1.47172 -2.51327
O -5.16882 -2.80051 -3.01314
O -5.54769 -0.26719 -3.62714
C -4.49631 -0.06471 -4.53850
C -3.34496 0.06484 -3.50964
O -3.58230 -0.98917 -2.54475
H -4.34818 -0.87487 -5.25249
H -4.65877 0.88762 -5.04325
H -3.29221 1.01999 -2.98713
H -2.38708 0.03067 -4.02868
O 4.74311 0.39941 -0.30744
S 4.44249 -0.82538 -1.07574
O 3.15684 -0.81177 -1.79124
O 5.68463 -1.31815 -1.98673
C 6.49915 -2.29515 -1.49891
C 5.53750 -3.06706 -0.55744
O 4.55991 -2.23131 -0.18632
H 6.77642 -2.93884 -2.33370
H 7.32471 -1.94837 -0.87739
H 6.07032 -3.36134 0.34677
H 5.06675 -3.88965 -1.09583
O 4.51520 2.99834 -3.17660
S 3.23844 2.97059 -3.82548
O 3.22421 2.53997 -5.18044
O 2.04469 2.20456 -2.91854
C 0.87052 2.95409 -3.09514
C 1.12742 4.33312 -3.63237
O 2.54339 4.45512 -3.70993
H 0.16457 2.47088 -3.77060
H 0.38934 3.17960 -2.14346
H 0.85768 5.10747 -2.91423
H 0.66643 4.55229 -4.59546
C -2.32342 -6.17559 1.74850
C -1.31211 -5.18468 1.76580
C -1.67966 -4.24321 0.77741
N -2.87672 -4.58689 0.20620
C -3.28295 -5.72649 0.83382
H -2.23471 -7.10782 2.28653
H -0.41176 -5.13112 2.35986
H -1.27567 -3.32188 0.38454
H -3.39255 -4.14866 -0.54344
H -4.20603 -6.15260 0.46945

SMILES = C[N+](=O)[O-].C[N+](=O)[O-].O=S1(=O)OCCO1.O=S1(=O)OCCO1.O=S1(=O)OCCO1.O=S1(=O)OCCO1.O=S1(=O)OCCO1.O=S1(=O)OCCO1.O=S1(=O)OCCO1.c1cc[nH]c1
Relative energy (zero: lowest compared OMol25 entry of this formula, charge and spin) = 436.5 kJ/mol
Calculated total energy = -6144.1709 hartree


4.
Entry from OMol25: C20H39NOP2PbSi as an isolated structure at a distorted geometry (the ωB97M-V functional and the def2-TZVPD basis).

Atoms and positions in Å:
Pb 1.07460 -0.76270 -1.77699
P -0.97284 -0.46867 -3.43696
P 0.45575 -0.56738 2.35606
N -0.00567 -2.74613 -1.24439
H 0.52705 3.77815 0.46310
C -0.66015 0.37792 -5.02591
H -1.58346 0.43596 -5.62710
H 0.09913 -0.18562 -5.59132
H -0.28554 1.39725 -4.84170
C -2.26170 0.57981 -2.67214
H -2.86259 1.09369 -3.43751
H -1.81806 1.32501 -2.00229
H -2.93732 -0.04922 -2.07730
C -1.91190 -1.94902 -3.93782
H -2.42816 -1.78034 -4.89583
H -2.65118 -2.19965 -3.16391
H -1.22148 -2.79492 -4.04717
C 2.18985 -0.97599 2.35626
H 2.47602 -1.22477 3.38972
H 2.78826 -0.12085 2.00628
H 2.34582 -1.84445 1.70003
C -0.07581 -0.18677 4.01527
H 0.70065 -0.52663 4.71743
H -0.99989 -0.74438 4.23442
H -0.28011 0.87878 4.19666
C -0.58284 -1.89228 1.75109
H -0.50062 -2.70580 2.47381
H -0.26369 -2.25172 0.76499
H -1.61473 -1.54647 1.67699
C -0.07523 -4.03042 -1.53970
C 0.79076 -6.09515 -2.68693
C 0.89254 -4.73744 -2.38212
C -1.18826 -4.86980 -1.08917
C -1.31353 -6.23647 -1.38420
C -0.30957 -6.85537 -2.18424
H 1.56992 -6.58864 -3.31275
H 1.72607 -4.11420 -2.74713
H -1.92016 -4.32722 -0.48535
H -2.17472 -6.81395 -0.98799
H -0.38749 -7.90967 -2.40513
C -0.07500 2.89975 0.16444
O -0.12278 0.54314 0.09935
C 0.75349 2.73723 -1.28458
H 1.24971 3.70370 -1.63704
H 0.19409 2.23697 -2.10003
H 1.64331 2.06315 -1.26425
C -1.63227 3.10919 0.14700
H -1.87330 4.17629 0.26851
H -2.20577 2.60354 0.97830
H -2.10255 2.80791 -0.80485
C 2.23251 2.50104 4.08107
Si 1.21659 3.39104 2.79546
C -0.19471 4.35868 3.58295
C 2.33208 4.62052 1.84199
C 0.32370 2.27346 1.52730
C 0.29485 0.90808 1.26992
H 2.76024 3.25644 4.68634
H 2.97900 1.85008 3.60249
H 1.59376 1.90157 4.74365
H 0.18163 5.01041 4.38441
H -0.72095 4.98345 2.84673
H -0.92084 3.65531 4.01547
H 3.19484 4.09475 1.39336
H 1.81137 5.15222 1.02393
H 2.73730 5.39759 2.51900

Relative energy (zero: lowest compared OMol25 entry of this formula, charge and spin) = 0.0 kJ/mol
Calculated total energy = -2080.3418 hartree


5.
Entry from OMol25: C20H40AgAsF6O15 as an isolated structure at a distorted geometry (the ωB97M-V functional and the def2-TZVPD basis).

Atoms and positions in Å:
Ag 8.39096 -0.31381 -19.55860
As 5.59494 -0.78834 -22.36128
F 7.17272 -1.12375 -22.98653
F 5.60754 0.78153 -23.08388
F 4.03934 -0.42756 -21.68650
F 5.57883 -2.29629 -21.49611
F 6.35898 -0.09261 -20.93184
F 4.87939 -1.51302 -23.73704
C 9.33303 3.68569 -16.66531
C 8.81793 4.24727 -17.98185
O 7.40230 4.10382 -18.06456
C 6.96211 2.94235 -18.54525
O 7.67254 2.02883 -18.88988
O 5.64274 2.99060 -18.57713
C 4.96046 1.72913 -18.70160
H 10.29341 4.14775 -16.43326
H 9.34625 2.59669 -16.63172
H 8.65992 4.00454 -15.86507
H 9.32306 3.84268 -18.85966
H 9.04129 5.31413 -17.98901
H 3.91652 1.92747 -18.91933
H 4.96866 1.24207 -17.72147
H 5.41516 1.09974 -19.45694
C 7.56041 3.74682 -23.14386
C 8.02096 3.55082 -21.71867
O 9.44929 3.51520 -21.67394
C 10.01719 2.31765 -21.58739
O 9.51537 1.34921 -21.08826
O 11.28465 2.42643 -21.98944
C 12.10519 1.28502 -21.89305
H 7.83984 4.71800 -23.54540
H 6.46777 3.67924 -23.20577
H 7.82358 2.90247 -23.78485
H 7.48041 2.69289 -21.31912
H 7.69138 4.39421 -21.11019
H 11.78673 0.59553 -21.10937
H 13.10165 1.59149 -21.56317
H 12.22705 0.78323 -22.85072
C 11.11928 -3.35446 -16.06986
C 10.83127 -2.34262 -17.14530
O 11.49141 -1.10856 -16.81200
C 11.31970 -0.13207 -17.68434
O 10.65970 -0.22273 -18.69461
O 11.98775 0.91885 -17.26522
C 12.11126 2.00449 -18.16274
H 12.06229 -3.87630 -16.22463
H 10.33558 -4.11065 -15.97620
H 11.06840 -2.89713 -15.07993
H 9.75475 -2.12933 -17.09230
H 10.99530 -2.68330 -18.16598
H 12.87457 2.69180 -17.80841
H 11.20975 2.61527 -18.23765
H 12.36878 1.61688 -19.14572
C 4.30867 -2.83753 -18.32645
C 5.67836 -2.77448 -17.64060
O 5.61814 -1.82148 -16.58612
C 6.43306 -0.79975 -16.49242
O 7.41147 -0.51483 -17.14670
O 6.11107 -0.12313 -15.39356
C 6.98433 0.92756 -14.98238
H 3.53916 -3.03623 -17.58433
H 4.34488 -3.60195 -19.09357
H 4.16278 -1.87404 -18.81275
H 6.45685 -2.49053 -18.34622
H 5.92705 -3.78335 -17.29704
H 6.67088 1.84294 -15.48443
H 8.01120 0.71298 -15.27095
H 6.88952 0.98432 -13.90488
C 8.11648 -5.84280 -19.24071
C 7.39248 -5.14965 -20.37280
O 8.26763 -4.49161 -21.29360
C 8.68656 -3.27793 -20.99628
O 8.36606 -2.62328 -20.02723
O 9.58169 -2.95275 -21.91208
C 10.06586 -1.62336 -21.90165
H 8.77127 -5.16583 -18.69203
H 8.62796 -6.76120 -19.52719
H 7.35766 -6.18067 -18.52681
H 6.65066 -4.50273 -19.91948
H 6.91660 -5.86165 -21.04289
H 9.22119 -0.97001 -22.12953
H 10.83983 -1.40857 -22.63128
H 10.46905 -1.35669 -20.92262

Relative energy (zero: lowest compared OMol25 entry of this formula, charge and spin) = 1.6 kJ/mol
Calculated total energy = -4896.8070 hartree


6.
Entry from OMol25: C20H40BKN2O3S2 as an isolated structure at a distorted geometry (the ωB97M-V functional and the def2-TZVPD basis).

Atoms and positions in Å:
C 0.85835 0.74999 4.19229
C -0.16832 -0.03400 5.01272
C -1.61551 -0.01501 4.49196
C -1.77200 -0.07548 2.96976
C -1.75544 1.29049 2.25372
C -3.05376 1.64396 1.49990
C -2.80909 2.16815 0.08765
C -2.24769 1.06628 -0.81291
O -3.20185 0.05503 -0.95395
B -3.98987 0.36633 -2.22914
O -3.27172 1.57029 -2.79456
C -1.98187 1.52881 -2.25848
C -1.33298 2.90504 -2.39469
C 0.02517 3.01901 -1.68101
C 1.18243 3.43085 -2.59403
N 2.52317 3.09779 -2.11502
C -1.11425 0.48714 -3.05254
C -0.85194 -0.87032 -2.39256
C 0.53935 -0.98969 -1.80571
S 1.83796 -1.41262 -3.05127
C 2.08666 -3.05808 -2.42804
S 1.44394 -4.35658 -3.15071
N 2.87117 -3.21279 -1.24866
C 3.61900 -2.03138 -0.79217
C 4.49497 -2.45532 0.35490
O 3.66364 -2.82275 1.45810
C 2.93224 -3.95136 1.11368
C 2.07890 -3.78022 -0.14966
H 0.83270 1.81351 4.43283
H 1.86907 0.40337 4.41605
H 0.70948 0.63699 3.11883
H -0.17449 0.39459 6.01821
H 0.16313 -1.06956 5.14049
H -2.12771 -0.87784 4.92707
H -2.13881 0.86218 4.88294
H -2.69050 -0.60410 2.71157
H -0.95490 -0.69307 2.57235
H -1.56852 2.06309 3.00604
H -0.90837 1.33962 1.56507
H -3.59303 2.40527 2.06963
H -3.71408 0.77677 1.43978
H -3.74969 2.50446 -0.35261
H -2.14416 3.03834 0.13748
H -1.34491 0.66696 -0.31645
H -3.88709 -0.60205 -3.00528
H -5.16090 0.62961 -1.97221
H -2.03469 3.65953 -2.04011
H -1.20351 3.08776 -3.46677
H -0.04962 3.74121 -0.86257
H 0.28409 2.05420 -1.23176
H 1.05326 2.97379 -3.57787
H 1.15199 4.51147 -2.75420
H 2.64076 2.09313 -2.03881
H 2.70273 3.51402 -1.20777
H -1.63753 0.32347 -3.99369
H -0.15149 0.94628 -3.31332
H -0.99703 -1.66814 -3.12508
H -1.57543 -1.06229 -1.59909
H 0.86489 -0.05230 -1.35075
H 0.55585 -1.76255 -1.04582
H 2.93418 -1.25296 -0.43414
H 4.20856 -1.62880 -1.61045
H 5.09436 -3.32928 0.07227
H 5.14904 -1.65723 0.69247
H 3.63894 -4.80000 0.98532
H 2.27015 -4.22676 1.89354
H 1.63101 -4.71705 -0.49079
H 1.27594 -3.08804 0.12932
K 1.78567 -5.66116 2.04871

Calculated total energy = -2542.2601 hartree


- calculated total energy of number 6 (C20H40BKN2O3S2)?
  -2542.2601 hartree


- Which of these has the highest calculated total energy?
  C20H39NOP2PbSi